No. 1
61
Properties=species:S:1:pos:R:3 method="wB97M-V/def2-TZVPD" multiplicity=2 e_homo_ev="-9.11 / -8.71" gap_ev="6.16 / 5.77" s_squared=0.758 total_charge=+1 total_energy_ha=-1728.0789
Ru 0.432 -0.416 0.120
C 2.383 -2.280 -1.649
C 3.208 -1.379 -0.796
C 4.594 -1.451 -0.869
C 5.367 -0.635 -0.074
C 4.756 0.245 0.790
C 3.370 0.305 0.848
N 2.603 -0.485 0.069
Sb 2.503 1.705 2.218
C 1.128 2.581 0.832
C 1.045 3.972 0.755
C 0.175 4.561 -0.141
C -0.604 3.763 -0.954
C -0.499 2.383 -0.850
C -1.302 1.475 -1.689
N 0.372 1.801 0.051
C 1.159 0.285 3.076
C 1.116 0.229 4.460
C 0.288 -0.669 5.082
C -0.480 -1.515 4.322
C -0.435 -1.463 2.930
C -1.279 -2.475 2.201
N 0.394 -0.526 2.303
H 2.995 -2.927 -2.283
H 1.750 -2.901 -1.016
H 1.758 -1.655 -2.260
H 5.070 -2.148 -1.544
H 6.447 -0.688 -0.125
H 5.354 0.889 1.421
H 1.664 4.589 1.394
H 0.107 5.639 -0.207
H -1.287 4.214 -1.661
H -1.957 2.023 -2.370
H -0.589 0.836 -2.308
H -1.937 0.852 -1.008
H 1.737 0.893 5.049
H 0.251 -0.719 6.163
H -1.117 -2.236 4.814
H -1.818 -3.102 2.917
H -1.991 -2.020 1.557
H -0.634 -3.107 1.593
N 0.396 -0.384 -2.047
C -1.047 -0.345 -2.385
C -1.419 -0.328 -3.713
C -2.798 -0.300 -4.077
C -3.768 -0.291 -3.124
C -3.436 -0.312 -1.726
C -4.417 -0.302 -0.751
C -4.070 -0.312 0.593
C -2.728 -0.345 0.926
N -1.731 -0.369 0.037
C -2.072 -0.339 -1.309
H 0.900 0.396 -2.465
H 0.914 -1.179 -2.490
H -0.661 -0.335 -4.485
H -3.074 -0.286 -5.123
H -4.806 -0.269 -3.431
H -5.463 -0.279 -1.028
H -4.825 -0.296 1.365
H -2.419 -0.348 1.958
O 0.430 -2.221 0.114


No. 2
64
Properties=species:S:1:pos:R:3 method="wB97M-V/def2-TZVPD" e_homo_ev=-7.55 gap_ev=6.64 total_energy_ha=-2439.1633
Pt 0.824 -0.529 -0.232
N -2.950 8.821 1.961
C -2.527 7.786 1.695
C -1.992 6.492 1.366
C -1.341 6.294 0.151
C -0.817 5.051 -0.153
C -0.951 3.994 0.742
C -1.604 4.197 1.953
C -2.120 5.441 2.271
C -0.386 2.656 0.404
C -1.296 1.645 0.155
C -2.720 1.787 0.145
C -3.255 0.538 -0.002
C -2.162 -0.357 -0.085
N -1.009 0.282 -0.004
C 1.021 2.575 0.385
C 1.933 3.563 0.836
C 3.199 3.063 0.599
C 3.011 1.802 0.000
N 1.718 1.506 -0.130
H -1.247 7.117 -0.544
H -0.304 4.889 -1.092
H -1.704 3.374 2.649
H -2.626 5.604 3.213
H -3.248 2.721 0.242
H -4.293 0.254 -0.053
H -2.218 -1.428 -0.182
H 1.673 4.514 1.273
H 4.145 3.542 0.795
H 3.777 1.151 -0.403
N 2.723 -1.407 -0.101
C 2.596 -2.639 0.717
C 3.451 -2.584 1.976
C 3.129 -1.403 2.907
C 1.653 -1.243 3.279
N 0.914 -0.447 2.282
H 3.182 -1.582 -0.988
H 3.259 -0.703 0.399
H 2.849 -3.498 0.099
H 1.551 -2.747 1.002
H 4.512 -2.555 1.710
H 3.289 -3.515 2.524
H 3.486 -0.457 2.484
H 3.704 -1.543 3.824
H 1.586 -0.782 4.268
H 1.179 -2.225 3.351
H 1.209 0.525 2.323
H -0.080 -0.454 2.488
O -3.821 -3.125 -1.413
S -3.190 -2.810 -2.667
O -3.989 -2.265 -3.721
N -1.881 -1.837 -2.371
C -0.773 -2.457 -2.601
S 0.788 -1.782 -2.329
C -0.913 -3.849 -3.138
C 0.070 -4.754 -3.496
C -0.324 -6.004 -3.958
C -1.670 -6.344 -4.051
C -2.658 -5.437 -3.685
C -2.246 -4.201 -3.237
H 1.115 -4.484 -3.420
H 0.427 -6.727 -4.249
H -1.952 -7.325 -4.410
H -3.709 -5.684 -3.750


No. 3
64
Properties=species:S:1:pos:R:3 method="wB97M-V/def2-TZVPD" multiplicity=3 e_homo_ev="1.35 / -1.12" gap_ev="2.92 / 5.39" s_squared=2.020 total_charge=-2 total_energy_ha=-4988.7569
Ti 0.293 0.230 0.504
O 3.408 0.643 3.750
C 4.099 1.628 3.124
C 5.044 2.364 3.840
C 5.774 3.373 3.238
C 5.565 3.658 1.897
C 4.625 2.930 1.187
C 3.872 1.907 1.765
C 2.842 1.197 0.937
O 2.122 0.280 1.474
N 2.763 1.585 -0.314
N 1.738 0.866 -0.914
C 1.789 0.681 -2.178
C 0.882 -0.195 -2.870
C 0.849 -0.160 -4.271
C 0.054 -1.019 -4.996
C -0.713 -1.960 -4.297
C -0.677 -2.034 -2.926
C 0.098 -1.140 -2.150
O 0.076 -1.234 -0.855
H 3.631 0.658 4.686
H 5.199 2.133 4.890
H 6.498 3.933 3.819
H 6.124 4.448 1.412
H 4.430 3.139 0.144
H 2.588 1.156 -2.749
H 1.451 0.588 -4.778
H 0.001 -0.955 -6.075
H -1.367 -2.629 -4.845
H -1.296 -2.739 -2.385
N -3.190 -0.801 -0.139
C -3.305 -0.464 -1.487
C -4.218 -1.144 -2.300
C -4.432 -0.743 -3.612
C -3.765 0.357 -4.123
C -2.826 1.060 -3.336
C -2.140 2.208 -3.806
C -1.239 2.852 -2.938
C -0.969 2.298 -1.709
N -1.526 1.153 -1.247
C -2.544 0.605 -2.009
H -2.353 -0.454 0.302
H -3.313 -1.779 0.066
H -4.773 -1.978 -1.880
H -5.137 -1.287 -4.233
H -3.946 0.691 -5.140
H -2.341 2.582 -4.804
H -0.727 3.763 -3.232
H -0.233 2.756 -1.057
Br -0.751 -1.408 2.370
C 0.403 4.091 1.678
C -0.501 2.925 2.096
C -1.972 3.311 1.903
C -0.235 2.559 3.561
O -0.224 1.828 1.308
H 0.240 4.970 2.309
H 0.200 4.361 0.639
H 1.450 3.789 1.753
H -2.242 4.182 2.509
H -2.605 2.466 2.181
H -2.153 3.529 0.849
H -0.445 3.398 4.231
H 0.809 2.255 3.671
H -0.858 1.706 3.835


These records have energy relative to the best compared isomer or geometry (same formula, charge and spin) values of 848.26 76.63 174.10 kJ/mol, in the order they appear.